No. 1
# C9H14O

2 unconnected molecules or ions with the total composition C9H14O at a distorted geometry (ωB97M-V/def2-TZVPD, the Open Molecules 2025 dataset).

For the HOMO energy, the calculation gives -8.194 eV. As for the multiplicity: 1. The frontier orbital gap is 9.047 eV. Its energy above the lowest of the compared OMol25 structures with the same formula, charge and spin is 144.2 kJ/mol. For the total energy, the calculation gives -11606.142 eV. As for the charge: 0. As for the SMILES: Cc1ccc(O)cc1.CC.

Atoms and positions in Å:
C 2.3012 -0.5467 0.0152
C 0.8617 -0.9276 0.0655
C 0.0129 -0.4364 1.0193
C -1.3177 -0.8953 1.1263
C -1.7107 -2.0092 0.4232
O -3.0496 -2.2425 0.4357
C -0.7279 -2.7844 -0.2605
C 0.4503 -2.1646 -0.6325
H 2.3626 0.2789 -0.7205
H 2.8574 -1.3635 -0.5040
H 2.6821 -0.4620 1.0295
H 0.3122 0.3519 1.6742
H -1.9959 -0.1245 1.4994
H -3.1422 -3.0918 -0.1157
H -0.9761 -3.7287 -0.7624
H 1.1215 -2.5231 -1.4229
C 0.1773 3.4441 0.1174
C -0.1296 2.2955 -0.8080
H -0.0246 3.1308 1.1771
H 1.2021 3.6842 -0.0028
H -0.4956 4.2833 -0.0732
H -0.6864 1.4814 -0.3375
H 0.6678 1.8061 -1.2908
H -0.7531 2.5443 -1.6520

Atom charges from the Mulliken analysis, given in e for atoms 1 to 4: C -1.14; C 0.71; C -0.78; C -0.38


No. 2
# C10H18BBr4N2O14

7 unconnected molecules or ions with the total composition C10H18BBr4N2O14 at a distorted geometry (ωB97M-V/def2-TZVPD, the Open Molecules 2025 dataset).

For the HOMO energy, the calculation gives -6.978 eV. As for the multiplicity: 1. The frontier orbital gap is 8.607 eV. Its energy above the lowest of the compared OMol25 structures with the same formula, charge and spin is 14.1 kJ/mol. For the total energy, the calculation gives -323164.229 eV. As for the charge: -1.

Atoms and positions in Å:
N 2.8818 -1.2401 -0.8207
H 3.6561 -1.7068 -0.3603
H 3.0133 -0.2023 -0.9042
H 2.0330 -1.4559 -0.2288
H 2.6871 -1.6847 -1.7127
N -0.6633 0.2689 0.2594
H -0.0443 0.7486 -0.4014
H -0.2591 -0.6818 0.4196
H -1.6460 0.1600 -0.0268
H -0.6446 0.7098 1.1892
O 2.0969 4.6475 6.9199
C 1.9955 3.7067 6.1884
O 0.9132 2.9949 5.9397
B 1.1558 2.0004 4.8710
O 2.5616 2.2198 4.4908
C 3.1037 3.1634 5.2476
O 4.2427 3.5142 5.2319
O 0.2286 2.2344 3.7243
C -0.6026 1.2256 3.6470
O -1.5263 1.1152 2.8764
C -0.1415 0.1323 4.6420
O 0.8623 0.6511 5.3401
O -0.5684 -0.9749 4.7171
O 0.0538 -4.1623 1.2728
C -0.1962 -2.8697 0.9384
O -1.3317 -2.4302 1.0611
O 0.8038 -2.1964 0.4831
H 0.9996 -4.3175 1.1834
O 2.7629 3.2413 -0.1987
C 2.8058 1.8986 -0.4484
O 3.9221 1.3597 -0.4875
O 1.7079 1.2697 -0.5404
H 1.8463 3.4815 -0.3818
Br -3.6599 -0.2938 -0.7529
C -4.5319 -1.7379 -1.6976
C -4.1684 -1.9830 -3.1418
Br -4.3805 -0.3613 -4.1996
H -5.5992 -1.5540 -1.6192
H -4.3136 -2.6434 -1.1318
H -4.8346 -2.7530 -3.5254
H -3.1555 -2.3502 -3.2798
Br 0.4634 -0.0395 -3.5570
C -0.1023 -0.9356 -5.1885
C -0.9876 0.0321 -5.9517
Br -1.1020 -0.4824 -7.8405
H -0.6724 -1.8107 -4.8950
H 0.7654 -1.1493 -5.7976
H -0.4484 0.9792 -5.9625
H -1.9823 0.2623 -5.5903

Atom charges from the Mulliken analysis, given in e for atoms 1 to 4: N -0.27; H 0.38; H 0.24; H 0.37


No. 3
# C29H28I2N3O4PS2Ta

A molecular structure, C29H28I2N3O4PS2Ta (ωB97M-V/def2-TZVPD, the Open Molecules 2025 dataset).

For the HOMO energy, the calculation gives -16.881 eV. As for the multiplicity: 1. The frontier orbital gap is 6.372 eV. Its energy above the lowest of the compared OMol25 structures with the same formula, charge and spin is 0.0 kJ/mol. For the total energy, the calculation gives -91877.886 eV. As for the charge: +3.

Atoms and positions in Å:
Ta 0.6458 0.4185 -0.8747
N 1.2204 2.0176 0.6283
C 0.6813 3.3554 0.3346
C 1.4508 4.4877 0.4848
C 0.8737 5.7205 0.1927
C -0.4445 5.8018 -0.2340
C -1.2062 4.6504 -0.3858
C -0.6353 3.4154 -0.1022
P -1.4900 1.8371 -0.2186
C -2.1385 1.4554 1.4103
C -1.6387 0.3769 2.1414
C -2.0752 0.1561 3.4388
C -3.0113 1.0110 4.0054
C -3.5089 2.0888 3.2824
C -3.0703 2.3204 1.9892
C -2.7754 1.9712 -1.4539
C -2.4677 2.5569 -2.6878
C -3.4439 2.6355 -3.6654
C -4.7188 2.1361 -3.4196
C -5.0263 1.5641 -2.1928
C -4.0570 1.4760 -1.2046
H 0.9477 1.7486 1.5785
H 2.2409 2.0645 0.6136
H 2.4802 4.4289 0.8178
H 1.4636 6.6207 0.2983
H -0.8786 6.7657 -0.4610
H -2.2270 4.7138 -0.7412
H -0.9287 -0.3155 1.6959
H -1.6933 -0.6811 4.0074
H -3.3526 0.8398 5.0175
H -4.2338 2.7544 3.7309
H -3.4498 3.1725 1.4378
H -1.4830 2.9652 -2.8778
H -3.2158 3.0972 -4.6164
H -5.4801 2.2073 -4.1849
H -6.0253 1.1969 -2.0005
H -4.3050 1.0440 -0.2450
C 3.5992 -4.9728 1.1550
N 3.2281 -3.5644 1.2983
N 2.2452 -2.9800 0.5565
C 2.1552 -1.7004 0.9582
O 1.2912 -0.8747 0.3585
C 3.0562 -1.4619 1.9721
C 3.7299 -2.6721 2.1589
C 4.8167 -3.0203 3.1080
C 1.4946 -3.6618 -0.4649
C 1.9856 -3.6735 -1.7637
C 1.2774 -4.3667 -2.7351
C 0.1081 -5.0391 -2.3957
C -0.3656 -5.0191 -1.0891
C 0.3265 -4.3206 -0.1097
H 3.1598 -5.3672 0.2446
H 3.2381 -5.5369 2.0128
H 4.6822 -5.0424 1.0894
H 3.2387 -0.5415 2.4977
H 5.0733 -2.1568 3.7153
H 5.7115 -3.3425 2.5731
H 4.5089 -3.8309 3.7704
H 2.9127 -3.1667 -2.0034
H 1.6520 -4.4042 -3.7492
H -0.4263 -5.5989 -3.1519
H -1.2610 -5.5671 -0.8273
H -0.0128 -4.3176 0.9191
I -1.3036 -1.2803 -2.0439
I -3.1091 -2.0761 -0.2477
O 0.7591 1.8400 -2.3554
S 2.1357 1.2595 -2.7925
O 2.8778 1.9667 -3.7449
O 2.6828 1.0676 -1.3870
S 1.5085 -0.6530 -3.0657

Atom charges from the Mulliken analysis, given in e for atoms 1 to 4: Ta 0.94; N -0.54; C 0.66; C -0.82


No. 4
# C7H10

A single C7H10 molecule at a distorted geometry (ωB97M-V/def2-TZVPD, the Open Molecules 2025 dataset).

For the HOMO energy (spin up / spin down), the calculation gives -5.183 / -9.807 eV. As for the multiplicity: 3. The frontier orbital gap (spin up / spin down) is 6.145 / 7.531 eV. Its energy above the lowest of the compared OMol25 structures with the same formula, charge and spin is 270.1 kJ/mol. For the total energy, the calculation gives -7412.580 eV. As for the charge: 0.

Atoms and positions in Å:
C 1.1762 -2.2449 -1.1345
C 0.4851 -1.3991 -0.6496
C -0.1211 2.0387 -1.0774
C 0.5969 1.0600 -0.5877
C -1.4930 -0.0854 0.1403
C 0.5647 -0.3985 1.4609
C -0.0485 -0.2305 0.0611
H 1.6432 -3.1252 -1.4076
H 0.1476 3.0502 -1.3988
H -1.1021 1.8189 -0.9990
H 1.6931 1.1599 -0.5929
H -1.8593 0.7147 0.6397
H -1.8915 -0.1164 -0.8635
H -1.8637 -0.8813 0.7627
H 1.3269 -1.2185 1.6818
H 0.9325 0.6148 1.7527
H -0.1868 -0.7574 2.2118

Atom charges from the Mulliken analysis, given in e for atoms 1 to 4: C 0.10; C -1.44; C -1.04; C -0.61


What is the energy above the lowest of the compared OMol25 structures with the same formula, charge and spin in the fourth record?
270.1 kJ/mol